Entry 1:
C9H36BeN18O13S | ωB97M-V with the def2-TZVPD basis set

Positions of all 78 atoms, in Å:
O (1.489, -1.214, -0.021)
O (4.703, 3.123, 0.977)
H (0.232, -4.716, 4.104)
H (3.044, 0.206, -3.426)
O (-1.958, 3.485, 3.926)
O (-2.407, -3.022, -0.332)
C (4.511, -1.518, 1.450)
N (0.004, -1.593, 3.591)
N (2.454, 2.604, 1.125)
N (-2.964, -0.061, -3.108)
H (-0.783, 0.293, -2.023)
H (2.393, -0.139, -1.766)
N (1.754, 2.605, -2.979)
H (-2.244, 1.008, 3.523)
H (1.732, 2.228, -2.039)
N (-0.877, 3.322, 1.988)
O (-1.877, 0.645, -4.976)
N (-3.769, -4.768, -0.029)
H (-0.781, 4.324, 2.052)
H (-0.165, 2.921, -1.656)
H (2.530, -0.965, 1.456)
H (-5.719, 1.605, 2.331)
H (-4.610, -5.194, -0.374)
N (0.142, -3.721, 4.198)
N (-1.562, 1.437, 2.914)
H (3.407, -1.203, 3.011)
H (1.739, 2.026, 0.682)
H (-0.325, 4.639, -1.771)
O (1.565, -2.350, -2.356)
C (-3.571, -3.427, -0.144)
N (3.564, 2.114, -0.658)
O (-0.178, -3.370, 2.031)
H (-5.503, -3.202, -0.402)
H (-0.077, -0.936, 2.826)
N (2.645, -0.379, -2.714)
N (-4.689, -2.697, -0.093)
H (-4.072, 2.009, 2.565)
H (-0.088, 1.274, -3.215)
H (-2.613, 0.624, 1.673)
C (-4.591, 0.733, 0.991)
C (-0.075, -2.872, 3.172)
N (0.120, 3.789, -2.072)
C (-1.924, 0.502, -3.750)
H (2.614, -3.059, -4.375)
H (-2.902, -5.239, 0.162)
H (-2.973, -0.151, -2.109)
C (2.345, -1.628, -3.013)
H (-4.738, -1.686, -0.020)
O (-5.425, 0.369, 0.184)
O (0.141, 0.003, 1.457)
O (-0.819, -0.808, -0.530)
H (2.665, 1.684, -0.817)
H (0.498, -3.309, 5.042)
N (-0.869, 0.695, -2.952)
N (2.851, -2.105, -4.158)
H (5.355, -1.332, -0.416)
O (5.461, -2.028, 2.046)
H (-0.491, 2.791, 1.227)
H (3.770, -0.539, -0.090)
N (-4.785, 1.659, 1.950)
Be (0.086, -3.043, -0.760)
C (1.213, 3.860, -2.885)
N (3.376, -1.035, 2.017)
C (3.654, 2.623, 0.565)
H (-2.967, -0.382, 0.342)
N (-3.317, 0.243, 1.048)
N (4.568, -1.090, 0.158)
H (-0.902, 0.879, 2.339)
H (-3.698, -0.392, -3.710)
C (-1.519, 2.786, 3.023)
S (0.411, -0.221, 0.048)
H (3.729, -1.789, -4.537)
O (0.785, 1.045, -0.656)
H (4.355, 1.970, -1.259)
H (2.667, 2.504, -3.396)
O (1.724, 4.922, -3.197)
H (2.315, 2.966, 2.053)
H (0.217, -1.332, 4.534)

Output
Calculated total energy in eV: -74598.72565
E_HOMO in Ha: -0.3356
Relative energy (zero: lowest compared OMol25 entry of this formula, charge and spin) in kJ/mol: 359.3
Kohn-Sham gap in eV: 4.70
LUMO in eV: -4.4

Löwdin population analysis, charges in e, atoms 1 to 6:
1 O -0.366
2 O 0.024
3 H 0.110
4 H 0.120
5 O 0.031
6 O -0.028

Entry 2:
F8H2KN4O17S8 | ωB97M-V with the def2-TZVPD basis set

Positions of all 40 atoms, in Å:
O (-0.123, -18.489, 9.450)
O (-1.647, -21.640, 15.827)
O (1.138, -19.530, 12.286)
S (1.046, -20.462, 16.638)
S (-4.565, -19.311, 16.563)
S (-0.574, -19.709, 10.082)
S (0.356, -24.222, 12.252)
S (-0.109, -18.816, 12.250)
O (-2.970, -16.877, 16.539)
F (2.231, -20.253, 17.690)
O (-5.458, -20.613, 13.577)
F (0.277, -23.714, 10.718)
F (-1.784, -20.190, 9.112)
H (-5.339, -21.136, 12.775)
N (-1.386, -19.515, 11.365)
O (-5.884, -18.843, 16.198)
N (1.993, -24.372, 12.345)
F (-4.869, -20.812, 17.036)
O (2.128, -26.886, 12.617)
F (-2.901, -16.818, 18.887)
N (0.032, -21.301, 17.720)
O (-0.027, -17.379, 12.216)
H (-6.140, -19.973, 13.342)
O (0.294, -20.857, 9.983)
O (-0.212, -23.132, 12.983)
O (1.673, -25.500, 14.623)
O (-0.061, -23.502, 16.372)
O (0.649, -19.113, 16.351)
F (-0.721, -19.071, 13.698)
O (-0.427, -25.428, 12.142)
O (-3.647, -19.511, 15.475)
N (-3.887, -18.866, 17.886)
F (3.764, -25.336, 13.524)
O (1.599, -21.241, 15.554)
S (-0.740, -22.289, 16.773)
S (2.150, -25.593, 13.262)
K (-2.431, -21.160, 13.303)
S (-3.814, -17.222, 17.641)
O (-5.045, -16.538, 17.879)
F (-1.781, -22.807, 17.865)

Output
Calculated total energy in eV: -165547.55558
Charge: -3
E_HOMO in Ha: -0.0825
Relative energy (zero: lowest compared OMol25 entry of this formula, charge and spin) in kJ/mol: 0.0
Kohn-Sham gap in eV: 7.29
LUMO in eV: 5.0

natural (NBO) population analysis, charges in e, atoms 1 to 6:
1 O -0.944
2 O -0.989
3 O -0.868
4 S 2.419
5 S 2.460
6 S 2.443

Entry 3:
C24H29N7Sn | ωB97M-V with the def2-TZVPD basis set

Positions of all 61 atoms, in Å:
C (1.441, 3.329, -1.413)
C (-2.114, -0.701, -1.469)
C (0.136, -2.235, 3.522)
C (-1.322, -3.430, 4.788)
H (2.139, -4.161, 3.426)
C (-1.911, 2.767, -3.095)
H (2.897, 0.355, -1.905)
H (-0.341, 5.163, -0.164)
C (0.022, 3.610, -1.574)
H (-2.143, 0.310, -1.862)
H (-2.401, -2.392, 1.452)
Sn (-1.085, 0.791, 2.772)
C (-0.405, 5.015, -1.225)
C (0.579, 1.746, -4.309)
N (-1.951, 0.222, 0.792)
H (-2.571, -4.634, 5.795)
H (2.271, 3.643, 0.526)
C (1.371, -2.209, 2.753)
C (-1.904, -1.314, 4.200)
C (-2.110, -1.837, -2.301)
H (2.184, 4.994, -0.676)
N (-0.238, -3.430, 3.953)
C (0.486, 1.682, -2.730)
C (2.663, -1.029, 1.240)
H (1.599, 1.760, -4.632)
C (3.326, -3.274, 1.891)
H (-1.915, -3.938, -2.411)
C (2.984, 1.366, -2.314)
H (-1.427, -5.414, 4.994)
H (-3.684, -0.338, 4.217)
H (-2.355, -4.279, 0.109)
C (-2.284, -2.147, 0.437)
C (3.530, -2.152, 1.132)
H (3.891, 1.760, -1.822)
H (-1.811, 2.851, -4.174)
H (0.397, 0.634, -2.540)
C (2.448, 3.976, -0.511)
H (3.236, 1.346, -3.348)
C (-2.121, -0.876, -0.047)
C (2.337, -3.261, 2.820)
H (0.451, 5.634, -1.633)
C (1.747, 2.218, -2.137)
H (-1.353, 5.220, -1.738)
H (-2.177, -1.758, -3.403)
N (-2.135, -2.369, 4.991)
H (4.289, -2.016, 0.431)
H (2.876, -0.214, 0.536)
H (-2.148, 1.028, 0.149)
N (-2.716, -0.320, 3.861)
C (-2.128, -3.108, -1.758)
N (-1.616, -4.588, 5.461)
N (-0.676, -1.181, 3.536)
N (1.579, -1.131, 1.999)
H (-2.529, 1.971, -2.794)
H (-2.327, 3.759, -2.650)
H (0.275, 2.713, -4.542)
H (3.494, 3.783, -0.862)
H (0.010, 0.945, -4.827)
C (-0.592, 2.632, -2.345)
H (4.038, -4.183, 1.808)
C (-2.205, -3.305, -0.379)

Output
Calculated total energy in eV: -41619.87115
E_HOMO in Ha: -0.2546
Relative energy (zero: lowest compared OMol25 entry of this formula, charge and spin) in kJ/mol: 0.0
Kohn-Sham gap in eV: 6.54
LUMO in eV: -0.4

natural (NBO) population analysis, charges in e, atoms 1 to 6:
1 C -0.040
2 C -0.271
3 C 0.480
4 C 0.614
5 H 0.246
6 C -0.636

Entry 4:
C87H133F15N16O15PS5 | ωB97M-V with the def2-TZVPD basis set

Positions of all 272 atoms, in Å:
H (23.191, 28.210, 16.416)
H (12.655, 16.869, 22.209)
C (22.616, 21.011, 22.376)
H (19.841, 14.962, 13.277)
H (16.690, 12.484, 17.625)
O (15.457, 16.005, 13.661)
H (17.104, 20.846, 11.508)
H (19.639, 22.281, 19.236)
P (22.385, 25.076, 20.880)
C (16.668, 9.570, 15.814)
H (17.689, 22.218, 21.658)
C (15.715, 23.621, 10.122)
N (17.831, 9.418, 13.741)
C (21.142, 15.381, 15.705)
H (20.223, 25.357, 24.580)
H (21.291, 23.912, 19.292)
H (15.922, 8.546, 14.120)
C (19.001, 22.750, 20.042)
H (22.016, 20.102, 22.341)
C (21.102, 25.226, 23.946)
C (17.767, 10.331, 16.332)
F (24.149, 17.440, 13.851)
H (22.030, 27.368, 21.352)
H (16.214, 20.157, 14.194)
O (19.435, 12.782, 12.989)
H (17.403, 21.097, 20.213)
C (24.732, 18.548, 14.301)
H (27.282, 12.812, 3.631)
H (8.315, 15.590, 8.010)
F (16.312, 16.031, 16.794)
C (13.132, 16.755, 25.456)
C (18.819, 10.625, 15.517)
C (23.593, 10.661, 9.311)
H (34.783, 20.505, 28.301)
C (26.173, 12.444, 5.497)
N (12.169, 14.268, 11.528)
N (12.329, 17.395, 26.314)
C (22.304, 26.414, 17.159)
H (12.730, 19.644, 27.698)
H (24.311, 24.451, 21.958)
C (33.094, 15.222, 29.111)
H (13.220, 22.257, 12.102)
C (25.227, 11.604, 7.777)
C (17.182, 11.764, 18.280)
F (19.040, 16.706, 22.798)
H (16.989, 8.317, 12.338)
H (20.952, 17.839, 13.495)
H (14.071, 21.661, 15.397)
C (29.089, 13.285, 17.648)
C (19.222, 16.487, 15.947)
H (15.357, 24.269, 10.974)
C (17.904, 16.005, 22.665)
O (20.482, 11.195, 11.486)
H (19.507, 24.056, 21.629)
H (19.699, 11.245, 15.782)
S (22.696, 11.952, 15.400)
C (21.062, 16.879, 12.993)
F (21.245, 11.077, 17.330)
H (31.646, 19.666, 16.525)
C (15.046, 22.276, 10.063)
C (13.294, 14.743, 12.368)
H (21.014, 16.981, 11.909)
H (24.833, 22.355, 21.211)
H (18.976, 16.425, 13.508)
H (25.721, 13.405, 5.515)
H (18.383, 17.150, 15.772)
H (23.122, 26.606, 22.406)
C (26.762, 10.248, 6.414)
C (22.267, 10.646, 16.537)
C (12.453, 17.451, 27.767)
C (29.123, 15.699, 16.958)
F (17.807, 13.804, 10.706)
C (13.415, 16.711, 22.961)
O (26.604, 19.181, 16.046)
C (27.669, 10.057, 5.406)
C (19.941, 15.993, 13.593)
H (25.303, 13.000, 10.827)
H (24.313, 26.129, 19.763)
H (20.236, 25.280, 19.700)
H (31.828, 18.918, 14.929)
H (8.300, 14.914, 9.634)
O (16.863, 17.776, 14.552)
H (20.013, 26.310, 22.458)
O (20.885, 13.646, 11.230)
H (19.328, 16.464, 18.108)
H (24.358, 11.253, 12.346)
C (10.156, 14.656, 8.565)
C (11.510, 13.045, 11.540)
H (21.942, 14.782, 15.267)
N (18.010, 11.300, 20.461)
H (15.845, 9.255, 16.430)
H (25.997, 10.734, 18.762)
C (21.811, 15.105, 18.061)
C (8.940, 15.442, 8.884)
H (32.039, 15.062, 29.352)
H (13.969, 16.122, 25.719)
C (22.249, 25.544, 24.881)
C (20.861, 24.470, 20.164)
H (22.022, 21.611, 20.357)
C (13.615, 21.136, 14.600)
F (17.721, 11.621, 10.712)
H (33.747, 14.163, 30.907)
C (10.660, 13.010, 10.459)
C (19.718, 16.206, 17.180)
C (23.511, 11.396, 11.604)
C (31.005, 16.776, 15.921)
C (18.875, 10.108, 14.213)
H (28.849, 11.138, 2.493)
H (25.301, 12.946, 16.804)
C (34.290, 17.041, 30.459)
F (18.915, 12.640, 9.244)
C (20.033, 23.434, 20.929)
H (17.353, 12.159, 22.265)
H (21.413, 28.443, 16.619)
H (21.162, 24.213, 23.540)
F (14.867, 17.614, 16.949)
H (31.914, 16.740, 15.395)
C (22.926, 21.455, 20.953)
S (19.988, 12.557, 11.651)
H (21.983, 27.410, 15.286)
H (29.926, 11.332, 3.871)
F (25.312, 19.316, 13.403)
H (13.058, 16.552, 28.049)
C (17.912, 8.893, 12.406)
H (22.261, 24.858, 25.669)
O (21.422, 12.341, 14.803)
F (18.117, 14.797, 23.204)
H (9.998, 12.270, 10.144)
H (14.261, 18.728, 27.734)
H (23.375, 27.689, 18.549)
C (11.751, 14.945, 10.487)
H (21.265, 14.775, 18.937)
C (24.123, 10.771, 8.015)
C (17.821, 10.683, 17.746)
N (14.474, 21.187, 13.453)
H (18.858, 20.932, 21.228)
C (22.134, 26.474, 21.979)
N (30.450, 17.945, 16.204)
H (29.274, 9.750, 3.354)
H (25.462, 10.689, 17.099)
C (18.577, 10.191, 19.925)
C (22.674, 26.839, 18.597)
H (34.625, 16.356, 31.254)
H (22.130, 21.835, 22.823)
H (19.101, 12.206, 21.878)
H (27.660, 16.939, 17.785)
H (22.406, 14.256, 17.641)
H (22.593, 15.896, 18.365)
C (27.021, 14.336, 16.951)
C (14.119, 21.720, 12.302)
H (13.766, 15.633, 23.040)
H (22.767, 10.611, 11.634)
H (15.498, 21.529, 9.339)
H (32.545, 17.575, 27.742)
H (35.029, 14.397, 29.682)
O (14.473, 18.088, 14.341)
C (28.613, 16.940, 17.273)
O (16.045, 15.080, 20.991)
C (33.107, 17.652, 28.653)
H (15.391, 24.123, 9.198)
H (13.215, 18.899, 29.162)
C (28.321, 12.140, 17.856)
O (27.038, 17.163, 14.643)
C (28.384, 14.379, 17.233)
C (25.653, 12.456, 8.782)
H (30.137, 13.288, 17.895)
C (29.020, 10.811, 3.513)
H (23.163, 25.532, 24.368)
H (14.291, 17.316, 22.622)
H (21.358, 25.881, 17.250)
H (13.061, 14.238, 13.279)
H (18.795, 8.289, 12.177)
C (33.805, 20.115, 28.615)
C (22.206, 27.670, 16.294)
C (11.757, 18.032, 24.301)
N (15.067, 21.576, 11.393)
N (24.050, 11.440, 10.258)
H (18.217, 10.680, 22.405)
C (20.996, 26.323, 22.946)
F (23.353, 10.418, 17.231)
N (33.411, 16.603, 29.428)
H (10.843, 15.401, 8.041)
C (23.353, 25.735, 19.460)
N (33.791, 18.749, 29.104)
H (20.576, 22.722, 21.553)
C (23.456, 23.829, 21.671)
O (18.339, 14.466, 20.562)
H (17.868, 9.724, 11.713)
H (23.457, 20.671, 20.420)
S (17.400, 15.584, 20.909)
H (12.697, 21.556, 14.273)
H (16.824, 23.576, 10.169)
H (33.206, 15.231, 28.038)
H (13.511, 20.052, 14.801)
F (23.831, 19.300, 14.898)
H (33.729, 13.278, 29.397)
H (27.052, 9.987, 17.602)
H (23.712, 24.921, 18.872)
H (28.877, 19.095, 16.972)
C (16.764, 9.112, 14.500)
H (26.612, 9.494, 7.174)
H (12.105, 15.972, 10.365)
C (15.798, 20.645, 13.303)
H (19.047, 8.989, 18.359)
C (30.398, 15.584, 16.301)
C (31.132, 19.160, 15.722)
C (18.515, 12.710, 10.525)
C (34.457, 18.360, 30.254)
H (33.369, 20.736, 29.332)
C (15.214, 16.548, 16.172)
H (14.251, 14.427, 11.863)
H (16.828, 12.959, 20.009)
C (16.132, 21.007, 12.035)
H (21.788, 27.167, 19.154)
H (23.562, 20.872, 22.976)
O (23.198, 12.993, 16.309)
N (27.879, 11.070, 4.498)
H (30.820, 14.577, 16.274)
H (33.183, 20.170, 27.742)
H (20.977, 27.207, 23.598)
H (11.491, 17.494, 28.188)
H (11.323, 18.343, 23.388)
O (23.774, 11.412, 14.601)
H (19.099, 9.654, 20.707)
F (21.880, 9.551, 15.963)
C (18.172, 21.686, 20.800)
H (19.710, 10.308, 13.539)
H (13.946, 22.373, 9.819)
F (14.205, 15.596, 16.185)
N (20.902, 15.532, 17.009)
H (9.198, 16.449, 9.282)
H (23.067, 25.762, 16.748)
C (33.969, 14.220, 29.826)
C (11.460, 18.175, 25.620)
O (17.648, 16.824, 20.229)
H (23.941, 22.939, 19.757)
H (22.802, 9.946, 9.631)
N (10.813, 14.180, 9.822)
H (10.604, 18.711, 26.053)
C (26.373, 10.776, 17.751)
C (26.350, 13.154, 17.064)
N (27.034, 12.030, 17.534)
N (12.797, 17.117, 24.239)
H (23.002, 12.328, 11.760)
H (26.404, 13.235, 8.613)
C (18.188, 11.624, 21.879)
C (27.131, 12.205, 4.511)
S (26.068, 17.943, 15.451)
H (10.104, 13.762, 7.970)
H (26.487, 15.201, 16.648)
H (28.302, 9.133, 5.341)
H (34.932, 19.095, 30.902)
C (24.997, 12.362, 9.993)
H (18.443, 23.526, 19.500)
H (23.012, 23.536, 22.621)
C (29.309, 18.092, 16.908)
H (28.751, 11.369, 18.405)
H (11.847, 12.244, 12.192)
H (22.048, 16.524, 13.130)
C (13.257, 18.710, 28.086)
O (25.366, 17.060, 16.383)
F (16.910, 16.629, 23.294)
H (13.258, 15.829, 12.489)
C (23.873, 22.630, 20.821)
C (17.295, 12.022, 19.606)
S (15.545, 17.143, 14.485)
C (18.551, 9.892, 18.624)
H (30.347, 19.830, 15.400)
C (26.060, 11.442, 6.474)
H (22.163, 26.540, 25.403)
N (20.144, 15.946, 15.044)
H (23.685, 10.094, 7.308)

Output
Calculated total energy in eV: -251094.96899
Charge: +7
E_HOMO in Ha: -0.6466
Kohn-Sham gap in eV: 6.91
LUMO in eV: -10.7

Löwdin population analysis, charges in e, atoms 1 to 6:
1 H 0.094
2 H 0.091
3 C -0.084
4 H 0.084
5 H 0.155
6 O -0.290

Entry 5:
C2H9N2 | ωB97M-V with the def2-TZVPD basis set

Positions of all 13 atoms, in Å:
H (0.847, 0.317, 2.538)
H (-0.815, 0.590, 1.792)
C (0.400, -0.851, 0.835)
H (-0.597, 1.577, -2.142)
H (-0.069, 1.746, -0.572)
H (-0.189, -2.020, -0.702)
N (-0.547, -1.246, -0.153)
C (0.146, 0.084, 1.752)
H (-0.237, 0.171, -1.236)
H (1.001, 1.156, -1.692)
H (-1.395, -1.577, 0.298)
H (1.438, -1.144, 0.706)
N (0.016, 1.196, -1.422)

Output
Calculated total energy in eV: -5193.16404
Charge: +1
E_HOMO in Ha: -0.4935
Relative energy (zero: lowest compared OMol25 entry of this formula, charge and spin) in kJ/mol: 76.2
Kohn-Sham gap in eV: 9.71
LUMO in eV: -3.7

natural (NBO) population analysis, charges in e, atoms 1 to 6:
1 H 0.237
2 H 0.198
3 C -0.049
4 H 0.448
5 H 0.453
6 H 0.398

Per-record M, g/mol: 645.6 777.6 534.3 2119.4 61.1